# 1
Computed, not measured: a structure of composition C27H49N7P2Tb, with ωB97M-V with the def2-TZVPD basis set.

The relative energy (zero: lowest compared OMol25 entry of this formula, charge and spin) is 5.0 kcal per mole. The value obtained for the LUMO energy (alpha / beta) is -8.41 / -8.12 eV. As for the net charge: +3. The spin multiplicity is 7. As for the expectation value of S²: 12.68. For the orbital gap (alpha / beta), the calculation gives 7.8204 / 8.1095 eV.

The geometry in XYZ format:
```
86
C27H49N7P2Tb ωB97M-V with the def2-TZVPD basis set
Tb 0.60 -0.08 0.63
C -2.99 1.72 1.05
C -1.90 2.44 0.26
N -1.00 1.59 -0.56
C -0.19 2.48 -1.44
C 1.08 1.80 -1.91
N 1.95 1.41 -0.76
C 2.77 2.51 -0.16
C 2.12 3.56 0.74
C 1.33 3.14 2.00
N 1.36 1.70 2.34
C 0.59 1.42 3.59
C -0.90 1.40 3.33
N -1.24 0.35 2.34
C -2.64 0.45 1.83
H -3.81 1.46 0.38
H -3.40 2.47 1.73
H -1.26 3.01 0.93
H -2.38 3.18 -0.38
H -1.60 1.05 -1.18
H 0.05 3.38 -0.88
H -0.77 2.81 -2.31
H 1.62 2.45 -2.60
H 0.83 0.88 -2.45
H 2.66 0.79 -1.16
H 3.26 3.05 -0.97
H 3.56 2.01 0.40
H 1.50 4.24 0.15
H 2.96 4.18 1.06
H 0.29 3.43 1.89
H 1.70 3.71 2.85
H 2.33 1.50 2.58
H 0.82 2.16 4.36
H 0.91 0.45 3.97
H -1.25 2.36 2.95
H -1.43 1.23 4.28
H -1.24 -0.53 2.86
H -3.34 0.36 2.66
H -2.80 -0.42 1.19
C 1.75 -2.57 -2.46
P 1.87 -2.45 -0.65
C 1.30 -4.11 -0.12
C 3.67 -2.53 -0.30
C 3.91 -2.50 1.21
P 3.30 -0.95 1.97
C 4.76 0.14 1.77
C 3.35 -1.30 3.76
H 0.70 -2.64 -2.76
H 2.27 -3.46 -2.81
H 2.19 -1.70 -2.95
H 1.97 -4.86 -0.55
H 0.29 -4.29 -0.49
H 1.30 -4.22 0.96
H 4.16 -1.69 -0.79
H 4.07 -3.43 -0.75
H 4.97 -2.61 1.44
H 3.41 -3.34 1.70
H 5.61 -0.33 2.27
H 4.61 1.12 2.24
H 5.01 0.29 0.72
H 4.31 -1.74 4.02
H 2.56 -1.99 4.05
H 3.24 -0.38 4.34
C -2.56 -3.31 0.89
C -1.42 -2.55 0.83
N -1.19 -1.66 -0.15
C -2.09 -1.54 -1.14
C -3.29 -2.27 -1.17
C -3.50 -3.16 -0.12
C -4.33 -2.17 -2.20
C -4.60 -1.32 -3.19
C -3.94 -0.12 -3.75
C -4.70 0.76 -4.51
C -4.06 1.85 -5.07
N -2.74 2.05 -4.93
C -2.10 1.13 -4.22
N -2.62 0.08 -3.59
H -2.70 -4.02 1.70
H -0.64 -2.65 1.58
H -1.87 -0.88 -1.96
H -4.41 -3.75 -0.09
H -5.07 -2.96 -2.09
H -5.53 -1.53 -3.72
H -5.75 0.59 -4.67
H -4.60 2.59 -5.65
H -1.02 1.25 -4.16
```

# 2
Computed, not measured: a cluster of 3 separate species, C29H51F7N3O8S in total at a distorted geometry, with ωB97M-V with the def2-TZVPD basis set.

The relative energy (zero: lowest compared OMol25 entry of this formula, charge and spin) is 0.0 kcal per mole. The value obtained for the LUMO energy (alpha / beta) is -4.84 / -4.84 eV. As for the net charge: +1. The spin multiplicity is 3. As for the expectation value of S²: 2.01. For the orbital gap (alpha / beta), the calculation gives 5.5147 / 6.1669 eV.

The geometry in XYZ format:
```
99
C29H51F7N3O8S ωB97M-V with the def2-TZVPD basis set
C -3.43 1.01 0.79
O -2.24 1.67 1.32
C -1.42 2.04 0.17
C -0.29 3.12 0.60
C 0.13 4.12 -0.56
N 1.29 3.73 -1.44
C 2.46 3.07 -0.74
C 2.48 1.48 -0.80
O 1.77 0.70 -0.13
O 3.45 0.89 -1.68
C 3.04 -0.51 -1.83
C 3.88 -1.60 -1.00
O 2.13 -0.88 -2.57
S 0.80 2.89 -2.94
O -0.07 1.71 -2.70
O 2.01 2.50 -3.76
C -0.13 4.13 -4.02
F -0.21 5.43 -3.40
F 0.62 4.36 -5.20
C -1.64 3.70 -4.33
F -2.42 3.51 -3.17
F -2.22 4.79 -5.05
C -1.80 2.41 -5.28
F -0.59 1.83 -5.68
F -2.46 1.41 -4.49
F -2.68 2.68 -6.34
H -4.06 1.85 0.30
H -4.05 0.51 1.61
H -3.17 0.28 -0.05
H -0.98 1.11 -0.33
H -2.15 2.58 -0.54
H -0.81 3.76 1.41
H 0.54 2.57 1.14
H -0.81 4.35 -1.17
H 0.41 5.12 -0.06
H 1.68 4.63 -1.80
H 2.48 3.39 0.36
H 3.43 3.51 -1.19
H 4.87 -1.15 -0.66
H 3.24 -1.84 -0.08
H 4.02 -2.58 -1.58
C -8.84 0.82 4.62
C -7.80 1.21 3.54
C -7.29 2.63 3.85
C -8.34 3.70 3.58
C -8.88 3.60 2.16
C -9.34 2.19 1.74
N -8.39 1.11 2.16
O -7.36 1.11 1.28
C -10.74 1.87 2.31
C -9.58 2.21 0.21
C -6.66 0.19 3.75
H -8.34 0.66 5.59
H -9.59 1.58 4.82
H -9.35 -0.11 4.36
H -6.40 2.86 3.24
H -6.96 2.70 4.89
H -9.16 3.63 4.30
H -7.90 4.69 3.73
H -9.71 4.31 2.04
H -8.10 3.95 1.48
H -11.04 0.85 2.06
H -11.49 2.53 1.88
H -10.82 1.99 3.38
H -8.70 2.56 -0.35
H -10.39 2.91 -0.04
H -9.86 1.23 -0.17
H -7.02 -0.83 3.57
H -6.29 0.23 4.78
H -5.80 0.37 3.11
C 8.93 -4.91 -2.58
C 8.98 -4.10 -1.27
C 10.15 -4.63 -0.41
C 9.87 -6.01 0.16
C 8.56 -6.03 0.94
C 7.36 -5.42 0.19
N 7.68 -4.16 -0.53
O 7.69 -3.15 0.39
C 6.78 -6.44 -0.82
C 6.20 -5.26 1.22
C 9.30 -2.66 -1.75
H 9.79 -4.67 -3.22
H 8.99 -5.99 -2.44
H 8.03 -4.68 -3.15
H 10.36 -3.94 0.41
H 11.07 -4.67 -1.01
H 9.85 -6.77 -0.63
H 10.69 -6.30 0.83
H 8.34 -7.05 1.25
H 8.72 -5.47 1.87
H 5.96 -6.00 -1.40
H 6.37 -7.32 -0.30
H 7.51 -6.84 -1.52
H 6.50 -4.66 2.08
H 5.89 -6.23 1.61
H 5.32 -4.80 0.76
H 8.50 -2.28 -2.39
H 10.22 -2.65 -2.35
H 9.46 -1.96 -0.94
```

# 3
Computed, not measured: a cluster of 10 separate species, C30H30F10O30 in total at a distorted geometry, with ωB97M-V with the def2-TZVPD basis set.

The relative energy (zero: lowest compared OMol25 entry of this formula, charge and spin) is 166.4 kcal per mole. The value obtained for the LUMO energy is -0.22 eV. As for the net charge: 0. The SMILES is O=C1OC[C@@H](F)O1.O=C1OC[C@@H](F)O1.O=C1OC[C@@H](F)O1.O=C1OC[C@@H](F)O1.O=C1OC[C@@H](F)O1.O=C1OC[C@@H](F)O1.O=C1OC[C@@H](F)O1.O=C1OC[C@@H](F)O1.O=C1OC[C@@H](F)O1.O=C1OC[C@@H](F)O1. For the orbital gap, the calculation gives 10.3115 eV.

The geometry in XYZ format:
```
100
C30H30F10O30 ωB97M-V with the def2-TZVPD basis set
C -3.41 6.88 1.35
C -3.95 7.86 2.38
O -4.23 9.02 1.67
C -3.64 9.02 0.44
O -3.73 9.96 -0.34
O -3.13 7.76 0.23
F -2.98 8.20 3.23
H -4.09 6.08 1.07
H -2.51 6.36 1.67
H -4.77 7.36 2.89
C -6.54 0.50 -1.53
C -6.95 1.22 -0.25
O -6.78 2.57 -0.65
C -6.81 2.70 -1.94
O -6.78 3.77 -2.57
O -6.88 1.48 -2.48
F -5.99 1.06 0.71
H -7.00 -0.48 -1.68
H -5.47 0.27 -1.54
H -7.99 1.14 0.09
C 5.12 2.48 -1.17
C 5.14 3.10 -2.55
O 5.19 1.89 -3.33
C 5.96 1.05 -2.71
O 6.46 0.11 -3.20
O 5.99 1.38 -1.39
F 6.17 3.97 -2.73
H 4.11 2.33 -0.77
H 5.64 3.10 -0.43
H 4.30 3.70 -2.89
C -0.19 -5.70 3.44
C 0.50 -6.07 4.71
O -0.15 -5.18 5.63
C -1.35 -4.75 5.15
O -2.18 -4.20 5.86
O -1.45 -5.22 3.90
F 1.77 -5.79 4.59
H -0.30 -6.70 3.01
H 0.25 -5.01 2.72
H 0.26 -7.11 4.94
C -0.85 -0.77 0.97
C 0.48 -0.13 0.72
O 0.25 1.20 0.41
C -1.03 1.32 0.04
O -1.59 2.26 -0.53
O -1.60 0.12 0.12
F 1.04 -0.71 -0.37
H -1.23 -0.72 1.99
H -1.00 -1.83 0.78
H 1.20 -0.04 1.54
C 3.65 -5.77 -5.03
C 3.77 -4.27 -4.82
O 3.55 -4.06 -3.42
C 2.97 -5.13 -2.94
O 2.53 -5.31 -1.75
O 3.07 -6.13 -3.82
F 2.80 -3.68 -5.39
H 4.58 -6.34 -5.04
H 3.02 -5.98 -5.89
H 4.72 -3.90 -5.22
C 0.05 0.93 7.90
C 1.00 0.24 7.01
O 0.40 0.56 5.76
C -0.39 1.62 5.85
O -1.17 2.05 5.01
O -0.33 2.04 7.14
F 0.95 -1.07 7.25
H 0.48 1.35 8.80
H -0.73 0.19 8.11
H 2.00 0.60 7.22
C 7.28 -3.07 1.61
C 5.85 -2.84 1.78
O 5.70 -2.23 3.02
C 6.81 -2.11 3.65
O 7.02 -1.55 4.74
O 7.72 -2.63 2.94
F 5.12 -3.98 1.95
H 7.63 -2.45 0.79
H 7.57 -4.09 1.35
H 5.32 -2.35 0.96
C -1.54 4.47 -5.46
C -1.24 5.80 -4.77
O -1.09 6.69 -5.85
C -1.66 6.24 -6.89
O -1.85 6.90 -7.94
O -1.77 4.87 -6.79
F -0.12 5.69 -4.16
H -2.52 4.09 -5.18
H -0.71 3.80 -5.24
H -1.99 6.18 -4.07
C -2.57 -5.40 -2.25
C -4.00 -4.93 -2.07
O -4.08 -3.85 -3.02
C -2.81 -3.38 -3.17
O -2.52 -2.39 -3.82
O -1.93 -4.11 -2.48
F -4.18 -4.42 -0.93
H -2.53 -6.09 -3.09
H -2.33 -5.94 -1.33
H -4.78 -5.68 -2.22
```

# 4
Computed, not measured: a structure of composition C21H18N8O2S2V at a distorted geometry, with ωB97M-V with the def2-TZVPD basis set.

The relative energy (zero: lowest compared OMol25 entry of this formula, charge and spin) is 13.6 kcal per mole. The value obtained for the LUMO energy (alpha / beta) is -0.26 / -0.26 eV. As for the net charge: 0. The spin multiplicity is 4. As for the expectation value of S²: 3.76. For the orbital gap (alpha / beta), the calculation gives 6.1096 / 7.3232 eV.

The geometry in XYZ format:
```
52
C21H18N8O2S2V ωB97M-V with the def2-TZVPD basis set
V 0.01 -0.20 -0.11
S 1.28 1.62 0.38
C -0.32 2.22 0.70
C -0.57 2.98 1.85
C -1.81 3.56 2.07
C -2.06 4.26 3.27
N -2.28 4.77 4.28
C -2.83 3.42 1.11
C -2.61 2.63 -0.01
C -1.38 2.01 -0.22
S -1.14 1.03 -1.64
C -4.06 4.10 1.26
N -5.06 4.65 1.36
H 0.23 3.13 2.56
H -3.39 2.51 -0.75
C 1.95 -0.32 -2.90
C 1.85 -1.49 -2.00
N 1.11 -1.55 -0.91
C 1.30 -2.79 -0.36
C 2.17 -3.50 -1.14
N 2.51 -2.67 -2.18
C 3.44 -3.00 -3.23
N 4.71 -3.41 -2.71
N 5.20 -4.63 -3.01
N 6.35 -4.78 -2.51
C 6.70 -3.64 -1.84
C 7.85 -3.29 -1.13
C 7.87 -2.04 -0.56
C 6.79 -1.15 -0.66
C 5.65 -1.47 -1.36
C 5.62 -2.73 -1.96
H 1.42 0.51 -2.41
H 1.47 -0.52 -3.86
H 2.98 -0.02 -3.07
H 0.81 -3.10 0.55
H 2.57 -4.49 -1.04
H 3.55 -2.13 -3.88
H 3.06 -3.85 -3.82
H 8.67 -3.99 -1.05
H 8.74 -1.73 0.00
H 6.86 -0.19 -0.18
H 4.82 -0.79 -1.43
N -2.99 -0.99 3.64
C -2.91 -1.76 2.41
C -1.73 -1.24 1.62
O -1.53 -1.38 0.43
O -0.84 -0.54 2.36
H -3.60 -1.44 4.32
H -3.38 -0.07 3.46
H -1.18 -0.51 3.28
H -3.81 -1.74 1.77
H -2.72 -2.81 2.67
```

# 5
Computed, not measured: a structure of composition C17H11LiN3O2, with ωB97M-V with the def2-TZVPD basis set.

The value obtained for the LUMO energy is 2.18 eV. As for the net charge: -1. For the orbital gap, the calculation gives 6.8100 eV.

The geometry in XYZ format:
```
34
C17H11LiN3O2 ωB97M-V with the def2-TZVPD basis set
Li 1.59 2.72 0.75
N -3.35 -5.50 -1.38
C -2.72 -4.56 -1.19
C -1.94 -3.38 -0.98
C -1.12 -2.91 -2.00
C -0.35 -1.77 -1.80
C -0.39 -1.10 -0.58
C -1.21 -1.58 0.44
C -1.98 -2.71 0.24
C 0.45 0.12 -0.39
C -0.07 1.29 -0.96
C -1.35 1.41 -1.58
C -1.49 2.72 -1.94
C -0.29 3.36 -1.51
N 0.55 2.53 -0.95
C 1.61 -0.05 0.36
C 2.05 -1.29 0.95
C 3.20 -1.00 1.64
C 3.42 0.39 1.47
N 2.50 0.96 0.71
H -1.08 -3.43 -2.95
H 0.28 -1.40 -2.59
H -1.23 -1.06 1.38
H -2.62 -3.08 1.03
H -2.07 0.61 -1.72
H -2.33 3.20 -2.41
H -0.04 4.41 -1.63
H 1.56 -2.24 0.85
H 3.81 -1.68 2.22
H 4.23 0.97 1.88
O 0.16 4.46 3.98
C 0.11 3.53 3.17
O 0.81 3.32 2.15
H -0.68 2.74 3.35
```

# 6
Computed, not measured: the ion C12H14NO2S2 with charge -1 at a distorted geometry, with ωB97M-V with the def2-TZVPD basis set.

The value obtained for the LUMO energy is 3.05 eV. As for the net charge: -1. The SMILES is [O-][C@H](SC(=S)N1CCOCC1)c1ccccc1. For the orbital gap, the calculation gives 5.9584 eV.

The geometry in XYZ format:
```
31
C12H14NO2S2 ωB97M-V with the def2-TZVPD basis set
C 0.81 -1.46 5.27
C 0.61 -0.09 5.04
C 0.28 0.36 3.75
C 0.13 -0.56 2.72
C -0.52 -0.11 1.41
O -1.79 0.05 1.38
C 0.43 -1.90 2.92
C 0.74 -2.37 4.20
H 1.03 -1.82 6.27
H 0.71 0.63 5.85
H 0.13 1.42 3.55
H -0.07 0.98 1.15
H 0.39 -2.59 2.07
H 0.92 -3.43 4.36
C -1.49 -0.08 -3.94
C -1.31 0.24 -2.48
N 0.14 0.43 -2.24
C 0.50 0.41 -0.91
S 0.04 -1.02 -0.03
S 1.24 1.67 -0.08
C 0.72 1.51 -3.05
C 0.49 1.12 -4.50
O -0.90 0.91 -4.78
H -1.06 -1.09 -4.14
H -2.56 -0.05 -4.19
H -1.85 1.19 -2.25
H -1.66 -0.57 -1.83
H 0.24 2.48 -2.82
H 1.79 1.59 -2.82
H 0.78 1.96 -5.15
H 1.09 0.22 -4.73
```

# 7
Computed, not measured: a structure of composition C33H45N6O2SSbSeTc, with ωB97M-V with the def2-TZVPD basis set.

The relative energy (zero: lowest compared OMol25 entry of this formula, charge and spin) is 0.0 kcal per mole. The value obtained for the LUMO energy (alpha / beta) is -5.69 / -6.50 eV. As for the net charge: +2. The spin multiplicity is 2. As for the expectation value of S²: 0.76. For the orbital gap (alpha / beta), the calculation gives 7.2816 / 6.4674 eV.

The geometry in XYZ format:
```
90
C33H45N6O2SSbSeTc ωB97M-V with the def2-TZVPD basis set
Tc -1.50 -0.70 1.19
C -0.84 -2.18 2.80
C -2.24 -2.35 2.64
C -2.86 -1.12 2.96
C -1.86 -0.19 3.31
C -0.59 -0.85 3.21
H -0.10 -2.95 2.63
H -2.74 -3.26 2.36
H -3.92 -0.93 2.90
H -2.02 0.84 3.58
H 0.37 -0.41 3.43
N -1.96 4.81 -4.44
C -1.99 4.16 -3.26
C -2.49 4.79 -2.10
C -2.53 4.12 -0.90
C -2.04 2.82 -0.82
C -1.55 2.17 -1.96
C -1.52 2.83 -3.16
S -2.13 1.98 0.67
O -2.55 2.83 1.73
O -0.80 1.27 0.88
N -2.97 0.60 0.52
C -4.35 0.59 0.38
N -4.95 -0.59 0.50
C -6.27 -0.59 0.34
C -6.99 0.57 0.07
C -6.25 1.73 -0.03
N -4.93 1.76 0.12
H -2.26 5.77 -4.51
H -1.57 4.39 -5.26
H -2.86 5.81 -2.17
H -2.92 4.60 -0.02
H -1.21 1.14 -1.89
H -1.14 2.34 -4.05
H -6.77 -1.55 0.42
H -8.06 0.56 -0.05
H -6.73 2.68 -0.24
C 4.30 0.82 -3.32
C 3.24 0.61 -2.24
C 2.84 1.91 -1.56
C 1.75 1.74 -0.51
N 2.20 0.89 0.60
C 1.89 -0.40 0.81
Se 0.57 -1.43 -0.10
N 2.64 -0.87 1.82
C 2.78 -2.26 2.27
C 4.08 -2.89 1.78
C 4.18 -2.98 0.27
C 5.48 -3.64 -0.18
C 3.47 0.15 2.28
C 4.40 0.20 3.31
C 5.03 1.41 3.52
C 4.73 2.54 2.74
C 3.81 2.49 1.72
C 3.18 1.27 1.51
H 4.58 -0.12 -3.79
H 5.21 1.26 -2.89
H 3.94 1.50 -4.09
H 3.63 -0.09 -1.49
H 2.35 0.14 -2.68
H 2.46 2.62 -2.30
H 3.72 2.39 -1.12
H 0.88 1.26 -0.94
H 1.43 2.68 -0.08
H 1.93 -2.81 1.86
H 2.71 -2.27 3.36
H 4.14 -3.89 2.22
H 4.94 -2.34 2.18
H 4.12 -1.98 -0.16
H 3.33 -3.54 -0.12
H 6.35 -3.07 0.17
H 5.54 -3.69 -1.27
H 5.56 -4.65 0.21
H 4.62 -0.67 3.92
H 5.76 1.49 4.31
H 5.25 3.47 2.95
H 3.58 3.37 1.12
C -1.33 -3.66 -1.69
Sb -2.64 -2.34 -0.65
C -4.09 -3.75 -0.03
C -3.43 -1.30 -2.30
H -1.94 -4.25 -2.36
H -0.81 -4.32 -0.99
H -0.60 -3.10 -2.27
H -4.55 -4.16 -0.92
H -4.83 -3.26 0.60
H -3.61 -4.56 0.52
H -3.89 -2.03 -2.97
H -2.61 -0.81 -2.81
H -4.17 -0.57 -2.00
```